Entry 1:
90
Properties=species:S:1:pos:R:3:lowdin_charge:R:1 method="wB97M-V/def2-TZVPD" homo_ev="-5.22 / -7.08" s2=6.1063 relative_energy_kcal_mol=0.0 multiplicity=5 lumo_ev="-0.466 / -2.215"
Ir 0.386 -1.110 0.201 1.3414
Br 5.022 0.064 5.918 0.7111
C 3.595 -0.292 4.714 -0.6976
C 2.318 -0.533 5.212 -0.1320
C 1.307 -0.813 4.324 -0.0015
C 1.505 -0.870 2.925 -0.3550
O 0.492 -1.177 2.192 -0.2399
C 2.833 -0.588 2.428 -0.1555
C 3.192 -0.562 1.061 -0.1084
N 2.414 -0.873 0.043 -0.0849
C 2.837 -0.936 -1.250 -0.2210
C 4.183 -1.002 -1.651 -0.0275
C 4.504 -1.034 -2.995 -0.0874
C 3.522 -0.954 -3.965 -0.0562
C 2.164 -0.887 -3.610 -0.1533
C 1.117 -0.757 -4.546 0.0044
C -0.180 -0.687 -4.085 -0.0476
C -0.446 -0.820 -2.731 -0.1339
N 0.519 -0.985 -1.819 -0.0794
C 1.811 -0.949 -2.235 -0.1390
C 3.847 -0.315 3.365 -0.0955
H 2.134 -0.508 6.274 0.0980
H 0.309 -0.998 4.691 0.1176
H 4.210 -0.251 0.846 0.1182
H 4.963 -1.045 -0.906 0.0971
H 5.543 -1.117 -3.285 0.1059
H 3.784 -0.953 -5.011 0.1045
H 1.347 -0.689 -5.599 0.1172
H -0.999 -0.543 -4.770 0.1072
H -1.465 -0.784 -2.372 0.0948
H 4.849 -0.136 3.005 0.1041
C -4.860 4.960 1.330 -0.0436
C -4.772 4.058 0.092 -0.5622
C -4.787 4.923 -1.176 -0.0459
C -6.005 3.150 0.069 -0.0680
C -3.480 3.263 0.155 -0.1843
C -3.463 1.885 0.305 -0.0918
C -2.262 1.216 0.341 -0.4911
Br -2.281 -0.705 0.572 0.8716
C -0.995 1.828 0.209 -0.4181
O 0.091 1.165 0.178 -0.2090
C -1.029 3.264 0.119 -0.0836
C -2.242 3.912 0.097 0.0178
C 0.291 4.015 0.081 -0.5352
C 0.107 5.535 0.054 -0.0655
C 1.103 3.655 1.335 -0.0349
C 1.079 3.597 -1.169 -0.0364
H -5.805 5.497 1.333 0.0816
H -4.051 5.685 1.344 0.0777
H -4.798 4.360 2.235 0.0894
H -5.725 5.470 -1.237 0.0811
H -4.690 4.300 -2.062 0.0891
H -3.974 5.643 -1.174 0.0744
H -6.903 3.756 -0.033 0.0828
H -6.088 2.583 0.994 0.0831
H -5.965 2.459 -0.771 0.0853
H -4.370 1.317 0.400 0.0891
H -2.249 4.986 0.038 0.0943
H -0.443 5.881 0.926 0.0838
H -0.410 5.858 -0.847 0.0829
H 1.084 6.014 0.067 0.0830
H 0.565 3.948 2.235 0.0911
H 2.062 4.170 1.317 0.0830
H 1.285 2.585 1.368 0.0677
H 0.534 3.862 -2.074 0.0873
H 1.246 2.523 -1.164 0.0667
H 2.045 4.098 -1.181 0.0827
C 1.861 -5.556 3.286 -0.0655
C 0.743 -6.011 2.600 -0.0726
C 0.285 -5.347 1.484 -0.0105
C 0.930 -4.177 1.024 -0.2829
C 2.080 -3.754 1.715 -0.0104
C 2.530 -4.428 2.827 -0.0536
N 0.424 -3.450 -0.011 0.0603
C -0.138 -4.105 -1.063 -0.2894
C 0.426 -5.302 -1.559 -0.0086
C -0.082 -5.901 -2.690 -0.0711
C -1.160 -5.342 -3.364 -0.0719
C -1.742 -4.181 -2.876 -0.0702
C -1.251 -3.578 -1.740 -0.0484
H 2.209 -6.075 4.166 0.1053
H 0.227 -6.895 2.948 0.1065
H -0.603 -5.692 0.971 0.1200
H 2.628 -2.914 1.327 0.0883
H 3.414 -4.080 3.341 0.1137
H 1.286 -5.720 -1.055 0.1217
H 0.362 -6.815 -3.056 0.1070
H -1.543 -5.808 -4.259 0.1041
H -2.591 -3.749 -3.383 0.1101
H -1.755 -2.734 -1.304 0.0365

---

Entry 2:
20
Properties=species:S:1:pos:R:3:lowdin_charge:R:1 method="wB97M-V/def2-TZVPD" smiles="CCN(CC)C(=[NH2+])Br" homo_ev=-13.68 relative_energy_kcal_mol=66.3 charge=+1 lumo_ev=-4.258
C 1.625 1.570 -0.831 -0.0665
C 1.038 0.583 0.096 -0.2574
N -0.155 -0.154 -0.146 -0.1012
C -0.188 -1.493 -0.632 -0.3062
C -0.276 -2.584 0.416 -0.0937
C -1.460 0.643 0.319 -0.6141
N -1.416 1.804 0.875 0.1339
Br -3.059 -0.284 0.274 0.9716
H 2.404 2.077 -0.424 0.0545
H 1.984 1.340 -1.858 0.1095
H 1.005 2.392 -1.065 0.0630
H 1.776 -0.118 0.468 0.1397
H 0.833 1.179 0.997 0.1073
H 0.789 -1.794 -1.158 0.1576
H -1.046 -1.399 -1.393 0.1275
H 0.429 -2.465 1.241 0.0763
H -1.320 -2.438 0.958 0.0768
H -0.126 -3.511 -0.213 0.1059
H -0.526 2.357 0.974 0.1583
H -2.309 2.295 1.101 0.1570

---

Entry 3:
45
Properties=species:S:1:pos:R:3:lowdin_charge:R:1 method="wB97M-V/def2-TZVPD" homo_ev=-11.46 relative_energy_kcal_mol=19.2 charge=+1 lumo_ev=-6.539
C 0.570 3.051 4.327 -0.1567
Si 0.069 3.045 2.533 0.6358
C 0.723 4.149 1.175 -0.1621
C 0.699 1.223 2.141 -0.1548
C -0.491 0.529 2.539 0.0541
C -1.738 1.044 1.949 -0.1816
H -2.637 0.458 2.188 0.1313
C -1.761 2.576 2.217 -0.2078
H 0.240 2.096 4.779 0.0550
H 1.670 3.095 4.384 0.0565
H 0.132 3.906 4.860 0.0476
H 0.425 3.801 0.173 0.0530
H 0.359 5.182 1.307 0.0490
H 1.818 4.179 1.203 0.0447
H 0.926 1.194 1.076 0.1388
H 1.623 1.073 2.651 0.0906
H -0.056 -3.082 -0.239 0.1219
H -0.401 -0.533 2.731 0.1500
H -1.736 0.942 0.828 0.1726
H -2.374 2.895 3.062 0.0830
H -2.086 3.189 1.337 0.0970
F 3.480 0.803 -2.684 0.0366
C 3.173 -0.422 -2.124 -0.2364
C 4.236 -1.165 -1.663 0.0602
C 3.875 -2.302 -0.981 -0.2427
F 4.852 -3.008 -0.329 0.0544
C 2.565 -2.774 -0.922 0.0088
C 1.492 -2.055 -1.471 -0.1771
C 0.119 -2.760 -1.299 -0.0871
C -1.226 -2.267 -1.922 -0.1853
C -2.327 -3.071 -1.610 -0.0766
C -3.618 -2.796 -2.043 -0.0635
C -3.892 -1.722 -2.902 -0.0033
C -2.810 -0.906 -3.191 -0.2383
F -3.068 0.260 -3.895 0.0254
C -1.487 -1.168 -2.782 0.0373
C 1.821 -0.802 -2.033 0.0271
H 5.282 -0.839 -1.748 0.1489
H 2.350 -3.695 -0.397 0.1264
H 0.270 -3.828 -1.632 0.1380
H -2.146 -3.952 -0.996 0.1143
H -4.436 -3.432 -1.762 0.1049
H -4.868 -1.504 -3.293 0.1174
H -0.696 -0.490 -3.117 0.0991
H 1.086 -0.112 -2.426 0.0936

---

Entry 4:
11
Properties=species:S:1:pos:R:3:lowdin_charge:R:1 method="wB97M-V/def2-TZVPD" smiles="C1=CC1P1=CC=1" homo_ev=-7.68 relative_energy_kcal_mol=82.6 lumo_ev=1.215
C 2.103 -0.767 0.432 -0.1027
C 1.936 -0.179 -0.700 -0.0923
C 0.845 0.029 0.319 -0.4086
P -0.976 -0.922 -0.181 0.9031
C -2.119 0.277 0.625 -0.3268
C -2.070 0.487 -0.667 -0.3273
H 2.721 -1.404 1.098 0.1042
H 2.149 -0.104 -1.726 0.0763
H 0.522 1.036 0.878 0.1030
H -2.563 0.523 1.463 -0.0056
H -2.548 1.023 -1.540 0.0767

---

Entry 5:
13
Properties=species:S:1:pos:R:3:lowdin_charge:R:1 method="wB97M-V/def2-TZVPD" homo_ev=-13.94 relative_energy_kcal_mol=12.8 charge=+1 lumo_ev=-3.412
O -0.147 1.588 -2.068 -0.0341
H 0.220 1.490 -2.946 0.0678
H 1.557 0.691 0.233 0.1711
H -0.909 2.171 -2.131 0.0719
N 0.788 0.052 0.042 0.1932
C 0.152 -0.522 1.292 -0.2496
N -0.992 -1.267 0.946 0.0426
H 1.152 -0.807 -0.393 0.1751
H 0.075 0.459 -0.584 0.1054
H -0.049 0.255 2.039 0.1292
H 0.938 -1.091 1.787 0.1359
H -1.164 -2.031 1.568 0.0970
H -1.620 -0.990 0.215 0.0946

---

Entry 6:
54
Properties=species:S:1:pos:R:3:lowdin_charge:R:1 method="wB97M-V/def2-TZVPD" smiles=OCC[PH3]C(F)(F)C(F)(F)C(F)(F)F.COCCOC.COCCOC homo_ev=-9.25 relative_energy_kcal_mol=23.6 lumo_ev=0.417
O 1.027 1.818 -1.666 -0.1168
C 0.262 3.029 -1.857 -0.3081
C -0.691 2.835 -3.120 -0.3886
P -2.347 1.966 -2.748 0.8743
C -4.032 1.053 -2.585 -0.4964
F -4.633 0.907 -3.847 0.0192
F -3.725 -0.278 -2.141 -0.0243
C -5.044 1.644 -1.501 -0.2727
F -6.333 1.149 -1.852 0.0680
F -4.818 1.175 -0.196 0.0948
C -5.181 3.234 -1.485 -0.3898
F -4.432 3.764 -0.440 0.1052
F -4.957 3.845 -2.711 0.1155
F -6.526 3.518 -1.164 0.0963
H 0.523 1.266 -1.035 0.0850
H -0.259 3.413 -0.923 0.1121
H 1.017 3.843 -2.147 0.1197
H -0.149 2.230 -3.931 0.0930
H -0.932 3.841 -3.616 0.0790
H -1.675 0.697 -2.827 0.0545
H -2.455 2.570 -1.454 0.0425
H -2.901 2.643 -3.911 0.0413
C 2.180 -4.421 -2.187 -0.1124
O 3.212 -3.523 -2.565 -0.1932
C 2.711 -2.378 -3.252 -0.1978
C 2.657 -1.161 -2.337 -0.1974
O 1.681 -1.327 -1.309 -0.2018
C 2.265 -1.671 -0.061 -0.1021
H 2.604 -5.157 -1.502 0.0884
H 1.359 -3.906 -1.680 0.0824
H 1.798 -4.943 -3.070 0.0876
H 1.727 -2.583 -3.687 0.1251
H 3.404 -2.170 -4.072 0.1234
H 2.354 -0.291 -2.927 0.1158
H 3.643 -0.949 -1.910 0.1290
H 2.768 -0.797 0.365 0.0917
H 2.978 -2.495 -0.159 0.0877
H 1.468 -1.981 0.616 0.0757
C 2.940 -0.063 4.034 -0.1096
O 1.678 -0.321 3.437 -0.2013
C 1.182 -1.619 3.759 -0.2020
C 0.110 -1.550 4.840 -0.1978
O 0.657 -1.135 6.088 -0.1920
C 0.386 0.229 6.373 -0.1118
H 3.161 0.999 3.918 0.0895
H 2.942 -0.304 5.100 0.0842
H 3.718 -0.641 3.524 0.0871
H 1.998 -2.286 4.059 0.1283
H 0.736 -2.026 2.847 0.1090
H -0.302 -2.552 4.989 0.1244
H -0.709 -0.891 4.534 0.1259
H -0.670 0.350 6.638 0.0879
H 0.629 0.877 5.527 0.0830
H 0.997 0.528 7.225 0.0891